No. 1
C48H30BrF7N8O2PS2Y | ωB97M-V/def2-TZVPD

Geometry as XYZ:
```
100
Properties=species:S:1:pos:R:3:forces:R:3:lowdin_charge:R:1
Y 0.651 -1.250 1.125 1.96 1.06 0.79 0.93
N 2.537 -3.190 -2.737 -0.14 -0.12 0.11 0.05
C 1.804 -3.387 -1.637 -0.03 -0.07 -0.10 -0.12
N 1.856 -2.311 -0.890 0.22 0.41 0.19 0.08
C 2.631 -1.450 -1.612 -0.05 -0.50 -0.07 -0.30
N 3.064 -1.960 -2.743 0.11 0.30 -0.07 0.15
C 3.002 -0.139 -1.097 0.15 0.33 0.05 -0.20
C 3.984 0.626 -1.715 -0.10 -0.13 0.05 -0.06
N 4.455 1.735 -1.163 0.08 0.09 0.04 0.11
C 3.967 2.061 0.027 0.03 0.00 -0.14 -0.08
C 2.946 1.337 0.626 -0.10 0.00 0.15 -0.10
N 2.431 0.250 0.055 0.16 0.09 -0.34 0.05
H 2.691 -3.806 -3.516 -0.04 -0.06 -0.04 0.16
H 1.247 -4.285 -1.425 0.01 -0.01 -0.06 0.14
H 4.399 0.319 -2.667 -0.01 -0.04 0.01 0.12
H 4.383 2.937 0.507 -0.05 -0.01 0.08 0.12
H 2.543 1.630 1.587 -0.04 0.03 0.00 0.09
S 3.044 -1.775 2.251 0.52 -0.29 0.27 0.56
C 2.610 -0.502 3.340 0.05 -0.30 -0.13 -1.11
S 0.926 -0.051 3.419 -0.10 0.52 0.95 0.53
C 3.561 0.156 4.093 -0.19 -0.02 -0.21 -0.40
C 4.923 -0.249 4.074 0.26 -0.08 -0.03 -0.27
N 6.028 -0.578 4.067 -0.05 0.05 0.00 0.15
C 3.229 1.315 4.842 -0.13 0.25 0.19 -0.25
N 2.965 2.285 5.408 0.00 -0.07 -0.01 0.16
F -5.079 2.216 5.300 -0.07 0.01 0.07 0.15
C -4.142 2.091 4.372 0.07 0.00 -0.10 -0.13
C -3.553 3.213 3.818 0.02 -0.02 0.00 -0.13
F -3.943 4.422 4.203 -0.02 0.06 0.05 0.14
C -2.575 3.075 2.848 0.00 -0.26 -0.05 -0.21
F -2.102 4.197 2.313 0.03 0.11 0.00 0.12
C -2.135 1.827 2.411 0.14 -0.08 0.06 -0.29
P -0.852 1.622 1.080 -0.61 0.84 0.32 1.07
C 0.278 3.013 1.448 0.03 -0.09 -0.12 -0.40
C 0.643 3.317 2.759 0.00 0.00 -0.08 -0.12
C 1.582 4.303 3.013 0.02 0.00 0.02 -0.06
C 2.162 5.001 1.962 0.04 0.01 0.02 -0.07
C 1.828 4.684 0.655 0.04 0.01 -0.09 -0.09
C 0.910 3.677 0.397 -0.02 -0.03 0.04 -0.14
C -1.979 2.257 -0.245 0.26 -0.14 -0.10 -0.34
C -2.919 1.341 -0.724 0.04 0.02 -0.03 -0.11
C -3.782 1.687 -1.750 -0.03 -0.01 0.00 -0.07
C -3.714 2.952 -2.317 -0.02 0.00 -0.01 -0.08
C -2.809 3.876 -1.823 0.00 0.06 -0.03 -0.07
C -1.950 3.538 -0.785 -0.10 -0.04 -0.01 -0.08
C -2.787 0.718 2.946 0.07 0.01 0.06 -0.54
Br -2.456 -1.022 2.274 -0.11 0.09 0.08 0.93
C -3.766 0.841 3.918 0.12 -0.17 -0.12 -0.25
F -4.367 -0.239 4.416 -0.07 0.04 0.07 0.08
H 0.215 2.768 3.586 -0.02 0.01 0.04 0.09
H 1.867 4.512 4.034 0.02 -0.03 0.02 0.10
H 2.887 5.779 2.163 -0.01 0.01 0.00 0.11
H 2.288 5.213 -0.171 0.02 -0.02 0.01 0.11
H 0.687 3.406 -0.629 0.02 0.05 -0.01 0.10
H -2.964 0.345 -0.300 0.02 -0.02 -0.02 0.08
H -4.502 0.965 -2.112 0.01 0.00 0.00 0.11
H -4.371 3.217 -3.135 0.00 0.01 0.01 0.10
H -2.767 4.872 -2.246 0.00 0.00 0.01 0.11
H -1.271 4.283 -0.397 -0.04 0.01 -0.02 0.09
F -0.219 -7.192 5.571 -0.03 -0.01 -0.09 0.16
C -0.544 -7.149 4.270 -0.04 -0.11 0.07 -0.58
F -1.864 -7.401 4.179 0.12 0.00 0.02 0.15
F 0.101 -8.151 3.653 -0.06 0.07 0.07 0.14
C -0.219 -5.810 3.665 0.04 0.06 -0.05 -0.10
C -0.710 -4.656 4.253 0.08 -0.08 -0.11 0.04
C -0.438 -3.445 3.638 -0.04 0.06 0.21 -0.13
N 0.258 -3.345 2.506 -0.20 -0.13 -0.19 -0.03
C 0.761 -4.460 1.979 0.00 -0.06 -0.02 -0.12
C 0.553 -5.716 2.519 -0.03 0.01 0.03 0.03
H -1.295 -4.694 5.161 0.01 0.03 0.01 0.13
H -0.776 -2.517 4.080 0.00 0.01 -0.05 0.07
H 1.375 -4.340 1.093 -0.01 0.01 0.00 0.09
H 0.981 -6.595 2.061 0.00 0.02 -0.03 0.12
C -0.430 2.809 -6.050 -0.01 0.01 -0.02 -0.09
C -1.313 1.762 -5.820 -0.01 -0.03 -0.02 -0.08
C -1.201 0.986 -4.680 0.05 0.01 0.10 -0.04
C -0.198 1.241 -3.739 -0.01 0.10 -0.27 -0.21
C 0.671 2.310 -3.975 0.02 -0.13 0.04 -0.04
C 0.562 3.081 -5.120 0.04 0.04 -0.03 -0.08
C -0.095 0.528 -2.467 -0.20 -0.24 0.36 0.00
C -0.579 -0.672 -2.097 0.53 0.26 -0.36 -0.23
C -0.899 -1.810 -2.973 -0.20 -0.19 0.17 -0.17
C -1.874 -2.750 -2.635 -0.01 0.08 -0.05 -0.02
C -2.092 -3.855 -3.443 -0.07 0.01 0.01 -0.07
C -1.348 -4.035 -4.601 0.00 0.00 0.00 -0.09
C -0.396 -3.089 -4.959 0.03 -0.03 -0.05 -0.08
C -0.166 -1.991 -4.149 0.00 0.02 0.11 -0.05
H -0.522 3.411 -6.945 0.00 0.01 0.01 0.10
H -2.106 1.556 -6.529 0.02 0.00 -0.01 0.10
H -1.906 0.185 -4.501 -0.04 0.02 0.00 0.12
H 1.448 2.529 -3.250 -0.01 0.02 0.02 0.11
H 1.250 3.901 -5.281 0.00 0.00 -0.01 0.10
H 0.307 1.125 -1.654 -0.05 0.06 0.08 0.10
H -2.453 -2.616 -1.733 0.03 -0.01 0.05 0.11
H -2.853 -4.574 -3.170 0.02 -0.01 0.00 0.11
H -1.512 -4.906 -5.223 -0.02 0.03 -0.01 0.10
H 0.174 -3.210 -5.872 0.00 0.00 0.02 0.11
H 0.588 -1.265 -4.420 0.05 -0.01 0.01 0.12
O -0.752 -0.776 -0.727 -0.06 -0.15 -0.10 -0.28
O -0.710 -2.085 -0.119 -2.25 -1.61 -1.64 -0.42
```
Forces are in eV/Å.

Summary:
Calculated total energy = -187347.1139 eV
Charge = 0
HOMO level = -0.27576 Eh
Energy above the lowest of the compared OMol25 structures with the same formula, charge and spin = 0.244 eV

=====

No. 2
C48H36N2O5ReS2 | ωB97M-V/def2-TZVPD

Geometry as XYZ:
```
94
Properties=species:S:1:pos:R:3:forces:R:3:lowdin_charge:R:1
Re -0.008 0.086 -0.140 0.68 0.24 0.49 1.53
O -3.933 -3.320 1.792 -0.07 -0.01 -0.04 0.10
C -2.864 -4.074 1.512 0.04 -0.02 0.13 -0.25
C -2.947 -5.434 1.825 0.02 0.08 -0.03 0.01
C -1.872 -6.262 1.596 0.01 0.02 -0.03 -0.04
C -0.682 -5.767 1.050 0.01 0.03 0.00 -0.07
C -0.586 -4.432 0.743 0.03 -0.08 -0.03 -0.02
C -1.670 -3.565 0.963 -0.14 0.13 0.24 -0.09
C -1.535 -2.157 0.670 -0.10 0.03 -0.17 -0.34
O -0.357 -1.742 0.165 -0.13 -0.18 -0.29 -0.20
N -2.474 -1.273 0.804 0.14 -0.19 0.03 0.10
N -2.026 -0.023 0.398 -0.50 0.04 0.22 -0.11
C -2.909 0.924 0.432 0.36 0.05 -0.10 0.01
C -2.657 2.269 -0.012 0.16 0.00 -0.13 -0.14
C -3.649 3.242 0.151 0.03 0.09 -0.02 0.00
C -3.454 4.527 -0.314 -0.08 -0.05 0.05 -0.04
C -2.276 4.855 -0.978 0.06 -0.01 -0.02 -0.02
C -1.280 3.911 -1.179 -0.14 -0.09 0.14 0.03
C -1.475 2.636 -0.680 0.00 -0.18 0.16 -0.25
O -0.501 1.694 -0.888 -0.36 0.21 -0.45 -0.24
H -3.790 -2.401 1.508 0.03 -0.02 0.00 0.08
H -3.871 -5.808 2.244 -0.01 0.01 0.00 0.13
H -1.955 -7.313 1.842 0.01 -0.01 -0.01 0.12
H 0.150 -6.432 0.866 0.01 0.01 0.00 0.11
H 0.325 -4.031 0.322 0.01 0.00 0.00 0.12
H -3.895 0.668 0.806 -0.01 -0.02 -0.02 0.15
H -4.572 2.972 0.648 -0.02 0.01 0.00 0.13
H -4.221 5.275 -0.175 -0.01 0.00 0.00 0.12
H -2.134 5.859 -1.355 0.00 0.01 0.00 0.12
H -0.370 4.151 -1.705 0.02 -0.02 -0.01 0.11
C 7.840 -2.141 -3.169 0.04 -0.01 -0.01 -0.03
C 6.491 -1.570 -2.859 -0.02 0.03 0.03 -0.23
C 5.421 -1.751 -3.731 0.00 -0.01 0.00 -0.01
C 4.166 -1.249 -3.431 -0.04 0.01 -0.04 -0.06
C 3.992 -0.534 -2.251 0.00 0.05 0.16 -0.39
C 5.044 -0.340 -1.357 -0.02 -0.01 0.04 -0.04
C 6.280 -0.864 -1.667 -0.03 -0.03 -0.06 0.00
S 2.378 0.083 -1.980 0.28 -0.01 0.07 1.14
O 1.983 -0.308 -0.508 -0.14 -0.03 -0.27 -0.63
C 2.457 1.859 -1.835 -0.01 -0.02 -0.02 -0.33
C 2.210 2.491 -3.074 -0.02 0.09 0.01 -0.06
C 2.080 3.845 -3.130 0.01 -0.07 -0.02 0.00
C 2.103 4.613 -1.944 -0.02 -0.01 0.00 -0.17
C 1.884 6.012 -1.985 0.00 0.03 0.05 -0.02
C 1.864 6.744 -0.834 0.01 -0.02 -0.05 -0.04
C 2.070 6.111 0.409 0.01 -0.03 0.02 -0.03
C 2.302 4.767 0.480 -0.01 0.04 0.02 0.01
C 2.315 3.972 -0.696 0.00 -0.01 -0.05 -0.11
C 2.552 2.557 -0.649 -0.02 -0.04 -0.01 -0.14
C 3.132 2.073 0.653 0.06 0.06 -0.07 -0.13
C 4.521 2.394 0.822 0.01 0.03 0.01 -0.11
C 5.310 2.909 -0.244 -0.01 -0.02 -0.02 -0.01
C 6.630 3.200 -0.061 0.00 0.00 0.00 -0.04
C 7.244 3.009 1.196 -0.01 0.00 0.02 -0.04
C 6.516 2.530 2.244 0.01 0.02 -0.02 -0.01
C 5.144 2.218 2.084 0.01 -0.01 -0.01 -0.14
C 4.378 1.764 3.181 -0.08 -0.01 0.00 0.02
C 3.065 1.452 3.019 0.08 -0.03 0.04 -0.05
C 2.455 1.581 1.747 0.05 -0.05 0.13 -0.28
S 0.739 1.125 1.769 0.08 -0.27 0.05 0.88
O -0.101 2.187 2.288 -0.13 0.15 -0.01 -0.34
C 0.693 -0.326 2.785 -0.13 0.09 -0.02 -0.39
C -0.467 -0.498 3.533 -0.02 0.04 0.01 -0.05
C -0.669 -1.707 4.176 0.01 0.00 -0.01 0.00
C 0.256 -2.745 4.065 -0.03 0.05 -0.01 -0.24
C 0.011 -4.057 4.743 -0.02 -0.04 0.02 -0.02
C 1.418 -2.532 3.320 0.06 0.00 -0.04 0.00
C 1.649 -1.332 2.675 0.02 -0.05 -0.06 -0.07
H 7.971 -2.295 -4.238 0.00 -0.01 0.00 0.09
H 7.956 -3.109 -2.676 0.00 0.00 0.00 0.10
H 8.635 -1.491 -2.808 0.00 0.00 0.00 0.09
H 5.570 -2.297 -4.653 0.00 0.00 0.00 0.13
H 3.336 -1.410 -4.108 0.00 0.01 0.00 0.12
H 4.891 0.198 -0.434 0.00 0.01 0.01 0.10
H 7.107 -0.725 -0.981 0.00 0.01 0.01 0.13
H 2.124 1.892 -3.973 0.00 -0.01 -0.01 0.12
H 1.918 4.342 -4.078 0.00 -0.01 -0.01 0.13
H 1.732 6.486 -2.947 0.00 0.00 -0.01 0.12
H 1.697 7.812 -0.871 0.00 0.01 0.00 0.12
H 2.050 6.700 1.316 0.00 0.00 0.01 0.12
H 2.461 4.308 1.446 -0.01 0.00 0.00 0.12
H 4.868 3.066 -1.218 0.00 0.00 0.00 0.12
H 7.214 3.587 -0.885 -0.01 0.00 -0.01 0.12
H 8.290 3.254 1.325 0.01 0.00 0.00 0.12
H 6.969 2.392 3.217 0.00 -0.01 0.00 0.12
H 4.844 1.670 4.152 0.00 0.00 0.00 0.13
H 2.483 1.103 3.861 0.01 0.01 0.01 0.13
H -1.189 0.305 3.612 0.00 0.00 -0.01 0.12
H -1.567 -1.854 4.763 -0.01 0.01 0.00 0.13
H -1.055 -4.270 4.809 0.01 0.00 0.01 0.09
H 0.410 -4.035 5.760 -0.01 -0.01 0.00 0.10
H 0.497 -4.873 4.211 0.01 0.00 0.00 0.08
H 2.149 -3.327 3.240 0.00 0.01 -0.01 0.13
H 2.545 -1.186 2.086 0.00 -0.01 -0.02 0.12
```
Forces are in eV/Å.

Summary:
⟨S²⟩ = 0.76
Calculated total energy = -87364.7191 eV
Charge = +2
HOMO level (alpha / beta) = -0.47497 / -0.47498 Eh
Spin multiplicity = 2
Energy above the lowest of the compared OMol25 structures with the same formula, charge and spin = 0.000 eV

=====

> What is the charge in the first record?

0

=====

> charge of number 2 (C48H36N2O5ReS2)?

+2

=====

> What is the formula in the first record?

C48H30BrF7N8O2PS2Y